Entry 1:
DFT (ωB97M-V/def2-TZVPD) results for 2 unconnected molecules or ions with the total composition C4H14N2O at a distorted geometry.

Geometry (Å):
1 C -1.124 0.206 -2.001
2 N -1.458 1.649 -1.939
3 C -0.629 -0.480 -0.726
4 C -0.620 0.331 0.563
5 C 0.254 -0.412 1.622
6 N -0.132 -0.308 3.042
7 H -0.419 0.140 -2.823
8 H -2.091 -0.230 -2.253
9 H -1.975 1.859 -1.100
10 H -0.635 2.243 -1.809
11 H 0.352 -0.953 -0.822
12 H -1.272 -1.341 -0.500
13 H -1.607 0.580 0.969
14 H -0.169 1.320 0.435
15 H 0.261 -1.486 1.469
16 H 1.215 0.078 1.499
17 H -0.923 -0.899 3.169
18 H -0.341 0.628 3.371
19 H 3.393 -1.537 0.007
20 H 3.416 -0.102 -0.467
21 O 3.011 -0.961 -0.664

Values from the calculation:
SMILES: NCCCCN.O
net charge: 0
frontier orbital gap: 9.77 eV

Entry 2:
DFT (ωB97M-V/def2-TZVPD) results for 14 unconnected molecules or ions with the total composition C35H98O28S14 at a distorted geometry.

Geometry (Å):
1 O -4.640 -0.834 5.342
2 S -4.831 0.013 4.203
3 O -6.140 0.550 3.907
4 O -3.721 1.194 4.381
5 C -3.935 2.489 3.735
6 C -4.719 3.388 4.752
7 C -4.231 -0.780 2.669
8 H -4.431 2.399 2.794
9 H -2.936 2.894 3.566
10 H -5.780 3.069 4.837
11 H -4.803 4.429 4.377
12 H -4.222 3.559 5.687
13 H -3.199 -1.082 2.725
14 H -4.409 0.000 1.942
15 H -4.971 -1.568 2.480
16 O 0.991 2.437 4.051
17 S -0.206 3.226 4.246
18 O -0.940 3.764 3.117
19 O -1.229 2.217 4.878
20 C -0.831 1.171 5.750
21 C -1.073 -0.215 5.164
22 C 0.154 4.608 5.386
23 H -1.407 1.338 6.681
24 H 0.229 1.234 5.960
25 H -0.513 -0.912 5.698
26 H -0.562 -0.276 4.190
27 H -2.110 -0.365 5.253
28 H 0.826 5.188 4.735
29 H 0.607 4.271 6.300
30 H -0.803 5.142 5.549
31 O 4.913 -2.453 -5.916
32 S 4.514 -2.299 -4.573
33 O 4.857 -1.077 -3.931
34 O 2.906 -2.619 -4.341
35 C 1.953 -2.762 -5.501
36 C 1.725 -1.426 -6.226
37 C 5.216 -3.637 -3.592
38 H 1.004 -3.141 -5.090
39 H 2.424 -3.499 -6.156
40 H 2.624 -1.000 -6.649
41 H 1.169 -0.713 -5.604
42 H 1.172 -1.697 -7.166
43 H 5.042 -4.462 -4.254
44 H 4.730 -3.594 -2.628
45 H 6.298 -3.580 -3.472
46 O 2.843 5.928 4.463
47 S 3.105 6.130 3.047
48 O 4.457 6.390 2.657
49 O 2.479 4.831 2.293
50 C 2.830 4.653 0.890
51 C 3.800 3.483 0.821
52 C 2.073 7.495 2.412
53 H 3.365 5.560 0.602
54 H 1.935 4.496 0.310
55 H 3.310 2.556 1.300
56 H 4.770 3.636 1.386
57 H 4.198 3.193 -0.192
58 H 2.674 8.395 2.543
59 H 1.157 7.588 3.035
60 H 1.749 7.455 1.407
61 O 4.150 -4.897 -0.735
62 S 3.195 -4.058 -0.122
63 O 3.288 -2.648 -0.228
64 O 1.776 -4.373 -0.720
65 C 1.188 -5.666 -0.860
66 C -0.002 -5.464 -1.859
67 C 3.154 -4.405 1.536
68 H 0.881 -5.948 0.173
69 H 1.977 -6.302 -1.373
70 H 0.280 -4.866 -2.717
71 H -0.764 -4.885 -1.232
72 H -0.560 -6.378 -2.064
73 H 3.815 -3.688 1.982
74 H 3.476 -5.438 1.753
75 H 2.136 -4.212 1.919
76 O -0.309 -3.801 2.011
77 S -0.633 -4.520 3.213
78 O 0.354 -4.694 4.222
79 O -1.970 -3.931 3.762
80 C -2.520 -4.298 5.088
81 C -3.992 -4.422 4.911
82 C -1.168 -6.141 2.686
83 H -2.273 -3.465 5.746
84 H -2.146 -5.272 5.416
85 H -4.109 -5.192 4.133
86 H -4.473 -3.503 4.594
87 H -4.494 -4.735 5.784
88 H -0.327 -6.499 2.088
89 H -2.069 -6.114 2.113
90 H -1.275 -6.791 3.604
91 O -2.377 0.666 0.299
92 S -1.113 0.059 0.735
93 O -1.094 -0.835 1.889
94 O -0.666 -0.696 -0.507
95 C 0.504 -1.532 -0.529
96 C 0.682 -1.954 -2.021
97 C -0.011 1.408 0.935
98 H 0.207 -2.393 0.036
99 H 1.365 -0.992 -0.143
100 H 1.679 -2.311 -2.252
101 H 0.548 -1.064 -2.637
102 H -0.041 -2.716 -2.169
103 H 0.159 2.003 0.032
104 H 0.960 1.047 1.247
105 H -0.562 1.989 1.719
106 C -1.621 6.406 -1.795
107 S -0.561 5.190 -0.987
108 O 0.029 5.976 0.138
109 C -1.854 4.321 -0.094
110 H -2.352 6.759 -1.085
111 H -2.149 5.940 -2.603
112 H -0.920 7.116 -2.101
113 H -2.723 4.207 -0.735
114 H -1.949 4.986 0.770
115 H -1.465 3.414 0.289
116 C 2.644 5.922 -3.522
117 S 2.002 5.620 -5.160
118 O 2.246 6.907 -5.883
119 C 0.247 5.706 -4.771
120 H 2.198 6.895 -3.267
121 H 3.726 5.996 -3.371
122 H 2.229 5.159 -2.862
123 H -0.335 5.526 -5.657
124 H -0.009 6.697 -4.338
125 H -0.006 4.929 -4.048
126 C -1.683 1.999 -3.391
127 S -2.930 0.931 -4.208
128 O -2.154 0.269 -5.288
129 C -3.171 -0.180 -2.901
130 H -1.638 2.931 -3.927
131 H -0.832 1.387 -3.514
132 H -1.989 2.166 -2.347
133 H -2.285 -0.707 -2.584
134 H -3.807 -0.937 -3.242
135 H -3.638 0.258 -2.038
136 C 2.991 0.838 -1.669
137 S 1.909 1.784 -2.732
138 O 1.787 3.160 -2.151
139 C 3.102 1.943 -4.067
140 H 3.176 -0.029 -2.322
141 H 2.737 0.559 -0.696
142 H 3.972 1.308 -1.674
143 H 4.075 2.168 -3.650
144 H 3.021 2.750 -4.816
145 H 3.022 0.997 -4.595
146 C -2.642 -2.962 -6.070
147 S -2.090 -3.901 -4.613
148 O -2.953 -3.404 -3.525
149 C -2.892 -5.501 -5.012
150 H -3.754 -2.821 -5.896
151 H -2.340 -3.493 -6.993
152 H -2.071 -1.995 -6.071
153 H -2.659 -6.142 -4.153
154 H -2.416 -5.972 -5.955
155 H -3.975 -5.391 -5.185
156 C -5.053 -4.230 -0.932
157 S -3.864 -4.383 0.356
158 O -2.996 -5.583 0.068
159 C -2.891 -2.938 -0.030
160 H -5.666 -5.124 -0.937
161 H -4.493 -4.208 -1.868
162 H -5.676 -3.374 -0.885
163 H -3.418 -1.990 0.226
164 H -2.560 -2.944 -1.059
165 H -2.019 -3.097 0.621
166 C 3.520 0.210 4.416
167 S 3.739 -0.904 2.849
168 O 2.891 -0.202 1.849
169 C 5.387 -0.258 2.506
170 H 4.220 1.015 4.110
171 H 3.708 -0.372 5.355
172 H 2.529 0.600 4.565
173 H 5.926 -0.856 1.798
174 H 5.968 -0.285 3.445
175 H 5.206 0.780 2.231

Values from the calculation:
net charge: 0
frontier orbital gap: 8.85 eV

Entry 3:
DFT (ωB97M-V/def2-TZVPD) results for a gas-phase ion, C3H11N5 (charge +2) at a distorted geometry.

Geometry (Å):
1 C -0.341 0.021 -0.886
2 C 1.849 -0.280 0.236
3 C 0.882 0.119 1.292
4 N 0.692 0.512 -0.017
5 N -1.340 -0.553 -0.285
6 N -0.283 0.079 -2.237
7 N 1.131 1.298 2.178
8 N -2.432 -1.086 -1.127
9 H 2.684 0.314 0.155
10 H 1.931 -1.366 0.137
11 H 0.155 -0.589 1.794
12 H -0.793 -0.485 -2.841
13 H 0.358 0.762 -2.656
14 H 1.694 1.985 1.745
15 H 1.815 1.273 2.937
16 H 0.245 1.676 2.430
17 H -2.297 -1.499 -2.027
18 H -3.023 -0.226 -1.385
19 H -2.912 -1.697 -0.434

Values from the calculation:
SMILES: N/C(=N\[NH3+])N1C[C@H]1[NH3+]
net charge: +2
frontier orbital gap: 11.61 eV